{"formula": "C6H15NO3P", "method": "ωB97M-V/def2-TZVPD", "species": ["C", "C", "C", "C", "C", "C", "N", "P", "O", "O", "O", "H", "H", "H", "H", "H", "H", "H", "H", "H", "H", "H", "H", "H", "H", "H"], "xyz": [[0.4813, 2.6111, 0.3094], [0.8130, 1.3661, -0.4653], [1.3501, 1.7165, -1.8562], [-0.4656, 0.5803, -0.5701], [-0.2256, -0.8410, 0.4848], [-0.5078, -0.6545, 1.9171], [1.0574, -1.4267, 0.2675], [-1.4810, -2.0688, -0.2542], [-2.9165, -1.7076, -0.1432], [-0.9996, -2.5375, -1.5866], [-1.0510, -3.4068, 0.7237], [-0.4116, 3.0196, 0.1105], [1.1153, 3.3998, 0.2343], [0.4413, 2.4930, 1.3340], [1.4537, 0.6708, -0.0631], [0.5596, 1.5504, -2.5156], [1.6156, 2.7997, -2.1271], [2.1388, 1.0407, -2.2431], [-1.3393, 0.9450, -0.0850], [-0.5515, 0.1585, -1.4677], [-0.2195, 0.2560, 2.2169], [-1.6091, -0.6152, 2.2411], [-0.1220, -1.4685, 2.6044], [1.2010, -1.9140, -0.6054], [1.4402, -1.9963, 0.9748], [-1.7673, -3.9705, 0.5638]], "nbo_charge": [-0.5877, -0.2941, -0.5986, -0.3656, -0.2000, -0.6390, -0.8826, 2.2928, -1.1749, -1.2093, -1.0291, 0.1941, 0.1873, 0.1980, 0.2387, 0.2020, 0.1864, 0.2050, 0.2108, 0.2122, 0.1877, 0.2299, 0.2119, 0.3950, 0.3631, 0.4658], "e_above_lowest_kj_mol": 93.60, "gap_ev": 7.7, "smiles": "CC(C)C[C@](C)(N)[P@@](=O)([O-])O", "charge": -1, "total_energy_ev": -23388.76535}